Entry 1:
118
Properties=species:S:1:pos:R:3:forces:R:3:lowdin_charge:R:1 method="wB97M-V/def2-TZVPD" energy_ev=-230476.1944
Ti 0.180 0.731 -0.433 0.1271 0.2841 -0.3749 0.936
O -1.271 -3.210 -0.688 0.0360 -0.0009 -0.0449 0.095
C -1.061 -2.016 -0.766 -0.0972 0.0109 0.0742 -0.469
N -0.242 -1.257 0.013 0.1493 0.1751 0.0538 -0.008
C 0.612 -1.934 0.903 -0.0338 -0.0558 0.0272 -0.437
O 1.362 -2.820 0.565 -0.0141 -0.0122 0.0140 0.100
C 0.551 -1.460 2.328 -0.0350 -0.0090 0.0004 -0.253
C 1.339 -2.078 3.287 0.0545 0.0377 -0.0198 -0.001
C 1.263 -1.614 4.589 0.0123 -0.0006 -0.0015 -0.053
C 0.410 -0.560 4.871 -0.0064 0.0017 0.0014 -0.048
C -0.339 -0.011 3.838 -0.0014 -0.0152 0.0080 -0.119
N -0.277 -0.453 2.589 -0.0360 -0.0322 0.0057 0.118
C -1.805 -1.184 -1.782 -0.0563 -0.0181 0.0450 -0.170
C -2.712 -1.752 -2.655 -0.0635 0.0223 0.0310 0.033
C -3.361 -0.921 -3.554 0.0084 0.0003 0.0139 -0.047
C -3.068 0.436 -3.560 -0.0285 -0.0092 0.0169 -0.034
C -2.138 0.919 -2.657 -0.0302 0.0389 0.0713 -0.093
N -1.529 0.120 -1.781 0.1816 -0.0575 -0.1828 0.061
H 1.993 -2.888 2.994 -0.0114 -0.0105 0.0035 0.120
H 1.862 -2.063 5.370 -0.0005 -0.0026 -0.0019 0.109
H 0.318 -0.165 5.874 0.0078 0.0095 -0.0026 0.104
H -1.012 0.818 4.022 -0.0216 -0.0023 0.0093 0.097
H -2.888 -2.817 -2.601 0.0083 0.0009 -0.0004 0.128
H -4.091 -1.329 -4.243 -0.0067 0.0073 0.0065 0.113
H -3.560 1.119 -4.238 -0.0006 0.0009 -0.0108 0.116
H -1.881 1.970 -2.612 0.0261 -0.0040 -0.0206 0.125
Br -2.973 -4.090 -7.214 0.0210 0.0124 0.0001 0.741
C -1.557 -2.842 -7.350 -0.0174 -0.0042 0.0046 -0.687
C -0.464 -3.120 -8.151 0.0098 -0.0148 -0.0107 -0.115
C 0.555 -2.187 -8.242 0.0789 -0.0440 0.0220 -0.023
C 0.507 -1.002 -7.515 0.3020 -0.3622 0.5896 -0.283
C -0.608 -0.732 -6.722 -0.0841 0.0932 -0.1535 -0.017
C -1.642 -1.647 -6.652 -0.0484 0.0465 -0.0321 -0.115
N 1.595 -0.106 -7.743 -1.2081 0.3192 -1.0727 0.064
N 1.823 0.903 -7.068 1.5903 -0.1948 0.8833 0.074
C 1.584 1.061 -5.675 -0.7390 -0.0093 -0.2163 -0.228
C 1.452 2.372 -5.288 -0.1374 0.1699 -0.0269 -0.004
C 1.133 2.759 -3.975 0.0490 0.0037 -0.0194 0.025
C 1.010 1.793 -3.010 0.0993 -0.1280 -0.0152 -0.332
O 0.693 2.030 -1.750 -0.2967 -0.0360 0.1827 -0.224
C 1.267 0.432 -3.356 0.0452 0.0076 0.0170 -0.157
N 1.225 -0.418 -2.296 -0.1851 0.0422 -0.0384 0.090
C 1.478 -1.689 -2.504 0.0795 -0.0252 0.0407 -0.092
C 1.816 -2.182 -3.777 0.0092 -0.0210 0.0057 -0.002
C 1.857 -1.336 -4.848 -0.0273 0.0681 -0.0002 0.004
C 1.547 0.034 -4.675 0.2380 -0.0350 0.1064 -0.099
H -0.415 -4.046 -8.707 0.0023 -0.0009 0.0004 0.104
H 1.412 -2.364 -8.879 -0.0050 0.0047 -0.0050 0.117
H -0.691 0.201 -6.182 0.0022 -0.0127 0.0118 0.115
H -2.516 -1.432 -6.056 0.0021 -0.0030 0.0063 0.075
H 1.560 3.122 -6.062 -0.0092 0.0159 0.0233 0.118
H 0.994 3.800 -3.715 -0.0122 0.0034 -0.0151 0.119
H 1.443 -2.347 -1.642 -0.0205 -0.0102 -0.0092 0.108
H 2.052 -3.231 -3.888 0.0061 0.0025 0.0024 0.118
H 2.149 -1.717 -5.814 0.0174 0.0023 -0.0571 0.113
C 4.950 0.306 -3.229 -0.0096 -0.0157 -0.0033 -0.091
C 4.534 0.667 -1.809 -0.0336 0.0045 0.0015 -0.274
C 4.442 -0.552 -0.898 -0.0123 -0.0211 0.0013 -0.283
C 4.052 -0.239 0.545 0.0088 0.0762 -0.0702 -0.342
Ge 2.503 0.971 0.821 -0.0187 -0.1563 0.1790 0.890
C 2.983 2.894 0.661 -0.0112 -0.0232 -0.0166 -0.363
C 4.140 3.349 1.558 0.0006 0.0106 -0.0056 -0.295
C 5.513 3.271 0.899 -0.0017 -0.0067 0.0049 -0.289
C 6.620 3.811 1.795 -0.0030 -0.0043 0.0057 -0.117
H 5.012 1.187 -3.870 -0.0150 0.0017 -0.0048 0.074
H 4.234 -0.386 -3.680 0.0178 0.0046 0.0127 0.055
H 5.926 -0.184 -3.237 0.0071 0.0099 0.0002 0.075
H 3.562 1.173 -1.830 0.0037 0.0032 0.0067 0.073
H 5.236 1.393 -1.390 0.0275 -0.0075 0.0037 0.098
H 5.402 -1.082 -0.917 0.0042 0.0070 0.0035 0.112
H 3.712 -1.247 -1.322 0.0268 -0.0023 0.0160 0.082
H 4.885 0.226 1.082 0.0183 -0.0079 -0.0207 0.052
H 3.825 -1.164 1.081 -0.0232 0.0006 -0.0107 0.050
H 2.296 0.852 2.362 -0.0531 0.0125 -0.0080 -0.028
H 2.070 3.423 0.947 -0.0170 -0.0162 -0.0094 0.035
H 3.171 3.160 -0.384 0.0088 0.0031 0.0054 0.057
H 4.157 2.760 2.483 -0.0130 0.0133 0.0091 0.095
H 3.974 4.386 1.871 0.0038 0.0098 -0.0190 0.107
H 5.488 3.834 -0.040 0.0048 0.0015 -0.0018 0.110
H 5.735 2.237 0.628 -0.0051 -0.0199 -0.0073 0.080
H 6.445 4.860 2.042 -0.0017 0.0013 0.0014 0.070
H 7.598 3.739 1.316 -0.0023 0.0019 -0.0027 0.067
H 6.667 3.255 2.734 0.0020 -0.0030 -0.0002 0.072
O -0.691 1.931 0.566 0.3063 -0.0247 -0.1278 -0.370
Si -1.660 3.239 0.825 -0.2182 -0.0935 0.0454 0.544
C -0.925 4.863 0.269 0.0220 -0.0279 0.0385 -0.220
C 0.189 4.988 -0.562 -0.0192 -0.0107 0.0040 -0.082
C 0.651 6.240 -0.948 0.0113 0.0084 -0.0011 -0.078
C 0.003 7.387 -0.515 0.0042 -0.0055 -0.0119 -0.088
C -1.106 7.283 0.314 0.0049 0.0007 0.0050 -0.084
C -1.558 6.032 0.706 -0.0083 0.0143 -0.0026 -0.095
C -3.237 2.889 -0.125 -0.0160 -0.0240 0.0760 -0.231
C -3.771 3.762 -1.072 0.0255 -0.0077 -0.0004 -0.085
C -4.917 3.428 -1.786 -0.0014 -0.0117 -0.0077 -0.085
C -5.547 2.214 -1.557 0.0014 0.0087 0.0020 -0.094
C -5.032 1.331 -0.614 -0.0162 -0.0090 -0.0019 -0.084
C -3.888 1.668 0.092 0.0147 0.0088 -0.0034 -0.101
C -2.002 3.357 2.656 0.0553 0.1044 -0.0366 -0.228
C -3.288 3.443 3.190 -0.0038 -0.0571 -0.0014 -0.085
C -3.484 3.624 4.554 0.0016 -0.0250 0.0045 -0.084
C -2.393 3.728 5.403 -0.0057 -0.0047 -0.0019 -0.088
C -1.104 3.647 4.889 -0.0037 -0.0065 0.0106 -0.089
C -0.914 3.465 3.529 0.0061 0.0137 0.0008 -0.103
H 0.700 4.100 -0.907 -0.0023 -0.0070 -0.0134 0.069
H 1.524 6.319 -1.584 0.0003 0.0015 0.0007 0.103
H 0.364 8.363 -0.816 0.0021 -0.0017 0.0002 0.101
H -1.609 8.175 0.664 -0.0024 -0.0003 -0.0030 0.102
H -2.415 5.967 1.370 0.0022 -0.0033 0.0060 0.107
H -3.283 4.712 -1.261 -0.0008 0.0070 0.0029 0.101
H -5.318 4.118 -2.518 -0.0022 0.0013 0.0011 0.102
H -6.442 1.955 -2.109 0.0000 -0.0006 -0.0018 0.102
H -5.521 0.382 -0.433 -0.0006 -0.0019 -0.0009 0.106
H -3.483 0.965 0.814 -0.0047 0.0045 0.0005 0.115
H -4.149 3.361 2.535 0.0044 0.0176 -0.0017 0.100
H -4.489 3.686 4.952 0.0000 0.0013 0.0000 0.102
H -2.545 3.876 6.465 -0.0009 -0.0063 0.0009 0.101
H -0.249 3.728 5.549 -0.0006 0.0020 0.0012 0.104
H 0.098 3.400 3.139 0.0011 0.0069 -0.0001 0.109

***

Entry 2:
43
Properties=species:S:1:pos:R:3:forces:R:3:lowdin_charge:R:1 method="wB97M-V/def2-TZVPD" energy_ev=-56968.3806
Mg -1.811 0.832 -0.433 -0.0757 -0.0100 -0.0070 0.770
Cl 1.785 4.176 -0.717 0.0011 0.0029 -0.0142 0.701
C 1.267 3.288 0.675 -0.0097 0.0022 0.0368 -0.588
C 1.974 3.447 1.880 0.0062 0.0089 -0.0207 -0.122
C 1.618 2.758 3.000 -0.0039 -0.0066 0.0185 -0.612
Cl 2.513 2.982 4.473 0.0024 0.0022 0.0066 0.687
C 0.530 1.853 2.967 -0.0039 0.0017 -0.0088 -0.167
C 0.090 1.078 4.061 0.0092 0.0004 0.0004 -0.008
C -0.963 0.220 3.911 -0.0090 -0.0041 -0.0002 -0.035
C -1.586 0.120 2.658 -0.0026 -0.0038 0.0029 -0.097
N -1.203 0.829 1.620 -0.0068 0.0174 -0.0089 0.060
C -0.166 1.703 1.750 0.0100 -0.0076 0.0131 -0.134
C 0.175 2.444 0.561 0.0033 0.0012 -0.0188 -0.413
O -0.511 2.269 -0.530 0.0404 -0.0045 -0.0128 -0.174
H 2.812 4.130 1.908 -0.0003 0.0003 -0.0035 0.107
H 0.596 1.174 5.012 0.0000 0.0019 0.0001 0.095
H -1.319 -0.382 4.735 -0.0006 -0.0022 -0.0021 0.109
H -2.417 -0.558 2.503 -0.0007 0.0010 -0.0022 0.122
C 3.123 -0.712 -1.116 0.0043 0.0008 -0.0031 -0.041
C 1.799 -1.211 -1.685 -0.0053 0.0057 0.0058 -0.635
C 1.749 -0.941 -3.192 0.0054 0.0007 -0.0045 -0.043
C 1.633 -2.700 -1.405 0.0050 -0.0043 0.0003 -0.047
N 0.764 -0.467 -0.943 0.0077 -0.0173 -0.0084 -0.046
N -0.585 -0.693 -1.347 0.0170 0.0041 0.0507 -0.003
H 3.960 -1.220 -1.596 -0.0003 -0.0003 -0.0007 0.088
H 3.167 -0.895 -0.043 -0.0004 -0.0007 -0.0009 0.087
H 3.238 0.362 -1.286 -0.0022 -0.0008 -0.0006 0.086
H 2.578 -1.441 -3.693 -0.0013 -0.0019 0.0001 0.088
H 1.826 0.129 -3.396 -0.0021 -0.0011 0.0016 0.090
H 0.833 -1.319 -3.653 -0.0024 0.0013 0.0004 0.072
H 2.441 -3.264 -1.872 -0.0002 -0.0003 -0.0001 0.087
H 0.694 -3.085 -1.809 -0.0013 0.0013 -0.0002 0.076
H 1.654 -2.888 -0.331 -0.0002 0.0009 0.0001 0.087
H 0.923 0.532 -1.047 -0.0004 -0.0023 -0.0048 0.095
H -0.923 -1.561 -0.943 0.0252 -0.0177 -0.0223 0.095
H -0.689 -0.781 -2.357 -0.0131 0.0215 -0.0030 0.100
C -4.635 -2.165 -1.308 -0.0166 -0.0123 0.0037 -0.106
O -3.497 -1.341 -1.043 0.0138 0.0270 -0.0099 -0.222
C -3.767 0.043 -0.876 0.0050 -0.0210 0.0276 -0.431
O -4.912 0.405 -0.965 -0.0054 0.0089 -0.0115 -0.024
H -4.268 -3.186 -1.397 0.0048 0.0020 0.0005 0.080
H -5.128 -1.863 -2.232 0.0019 0.0034 0.0006 0.085
H -5.362 -2.098 -0.499 0.0016 0.0011 -0.0003 0.084

***

Entry 3:
12
Properties=species:S:1:pos:R:3:forces:R:3:lowdin_charge:R:1 method="wB97M-V/def2-TZVPD" energy_ev=-6312.0845
C -1.421 0.851 0.249 1.4938 -3.2471 -1.6830 0.105
C -0.832 -1.444 -0.332 -1.2562 2.6309 -0.4080 0.157
C -0.915 -0.317 0.850 -0.5685 0.4383 1.7187 -0.216
C -0.943 0.192 -0.993 -0.5758 0.9060 -0.8205 -0.129
C 0.192 -0.509 -0.251 -2.0963 -0.0389 -0.3822 -0.482
C 1.567 -0.230 -0.063 3.7872 1.7754 -1.7826 -0.038
H -1.853 1.767 0.665 0.0200 -0.3953 -0.5669 0.121
H -0.840 -0.488 1.865 0.5772 -0.7212 1.9080 0.094
H -0.944 0.511 -2.010 0.0059 -0.0971 -0.5247 0.095
H 1.822 -0.345 0.935 0.7189 -0.8770 1.9651 0.052
H 1.870 0.860 -0.203 -0.7136 -1.1952 -0.3400 0.116
H 2.295 -0.847 -0.712 -1.3925 0.8212 0.9162 0.123

***

In the order shown, the computed ΔE to the lowest compared entry with this formula, charge and spin values come out to 0.6110 0.0000 7.1157 eV.
In the order shown, the computed Kohn-Sham gap values come out to 6.72 7.57 8.67 eV.